Entry from OMol25: a 11-piece molecular cluster, C38H107N9O11 overall (the ωB97M-V functional and the def2-TZVPD basis).

Cartesian coordinates (Å):
C1 0.15066 0.06125 4.20039
O1 -1.23097 0.24196 4.03218
C2 -1.56603 1.36089 3.23008
C3 -3.06451 1.32178 2.99933
C4 -3.49975 0.16556 2.12722
N1 -3.54512 2.57623 2.40446
H1 0.64830 1.00945 4.46676
H2 0.58686 -0.31409 3.27654
H3 0.35113 -0.53582 5.08792
H4 -1.29021 2.30669 3.72018
H5 -0.98055 1.29949 2.30020
H6 -3.57283 1.22707 3.96316
H7 -4.53316 0.25336 1.79393
H8 -3.47354 -0.78563 2.67137
H9 -2.82800 -0.01687 1.28139
H10 -3.06998 2.69267 1.50526
H11 -3.28093 3.38766 2.95439
C5 -0.00826 4.79718 -3.57545
O2 -0.29146 4.35535 -2.25730
C6 -1.53269 4.84262 -1.76285
C7 -1.83526 4.42149 -0.32554
C8 -0.86987 5.00467 0.69313
N2 -1.87537 2.97299 -0.15049
H12 -0.85347 4.55888 -4.22506
H13 0.85941 4.21834 -3.88875
H14 0.27382 5.85142 -3.57787
H15 -1.50935 5.93938 -1.83436
H16 -2.31944 4.45223 -2.42306
H17 -2.85827 4.78972 -0.20371
H18 -1.29593 4.86328 1.68883
H19 -0.76405 6.08934 0.59976
H20 0.11215 4.53713 0.65115
H21 -1.07465 2.46235 -0.50994
H22 -2.66787 2.57871 -0.65717
C9 3.96688 -0.49925 -2.46155
O3 2.87755 0.37512 -2.56258
C10 1.69260 -0.37485 -2.65206
C11 0.46800 0.48000 -2.87297
C12 0.51718 1.20135 -4.19930
N3 0.33526 1.45778 -1.74633
H23 3.97926 -1.11479 -1.55044
H24 4.92654 0.01317 -2.41927
H25 4.00004 -1.24421 -3.26437
H26 1.73833 -1.15722 -3.42263
H27 1.56948 -0.94743 -1.71868
H28 -0.40426 -0.17925 -2.82726
H29 0.65823 0.53579 -5.05574
H30 1.35596 1.90184 -4.27074
H31 -0.35852 1.82525 -4.39943
H32 0.30766 2.41598 -2.10565
H33 1.26916 1.48785 -1.32903
C13 3.58935 5.35131 -1.63732
O4 4.14525 4.37423 -0.79611
C14 3.14078 3.59418 -0.17251
C15 3.80304 2.47367 0.61880
C16 2.76614 1.55181 1.23923
N4 4.61113 3.03627 1.72303
H34 2.89361 6.01486 -1.11896
H35 3.14608 4.92962 -2.54956
H36 4.42685 5.93348 -2.03337
H37 2.56675 4.20592 0.54368
H38 2.40642 3.27201 -0.92069
H39 4.40983 1.94965 -0.12597
H40 3.26416 0.90370 1.96166
H41 2.20859 0.94685 0.52293
H42 2.01792 2.14106 1.78233
H43 5.18701 3.74572 1.26075
H44 4.01343 3.61604 2.30997
C17 3.85203 0.33357 5.11056
O5 3.60609 -0.91724 4.52015
C18 3.20176 -1.88265 5.46328
C19 2.80942 -3.14974 4.72794
C20 1.59203 -2.94899 3.82792
N5 2.62338 -4.26258 5.67325
H45 4.48352 0.27507 6.00880
H46 2.89658 0.76864 5.42418
H47 4.40895 0.99376 4.44767
H48 3.97356 -2.04171 6.22077
H49 2.28510 -1.54479 5.97778
H50 3.68728 -3.48651 4.16596
H51 1.46301 -3.87887 3.26637
H52 1.79259 -2.14044 3.12459
H53 0.66859 -2.78926 4.38205
H54 1.87605 -4.04825 6.32959
H55 2.31524 -5.09528 5.18696
C21 -2.73277 -1.44679 -5.07280
O6 -3.24878 -1.86299 -3.82928
C22 -4.65460 -2.03436 -3.84977
C23 -5.11808 -2.49860 -2.47332
C24 -4.83636 -1.52689 -1.32976
N6 -4.55102 -3.81731 -2.07370
H56 -3.14174 -0.46192 -5.33975
H57 -2.99723 -2.15720 -5.86107
H58 -1.65574 -1.31545 -4.98292
H59 -5.12879 -1.07361 -4.08930
H60 -4.92110 -2.80885 -4.57720
H61 -6.20069 -2.66246 -2.47319
H62 -3.85191 -1.06231 -1.43836
H63 -4.85498 -2.01889 -0.36041
H64 -5.55549 -0.70327 -1.30397
H65 -3.53887 -3.64155 -1.95182
H66 -4.51394 -4.42624 -2.89540
C25 -3.50583 1.52730 -2.83895
O7 -4.21100 2.21974 -1.84093
C26 -5.35540 2.87690 -2.32632
C27 -6.08076 3.51033 -1.15965
C28 -6.57638 2.42651 -0.19925
N7 -7.25144 4.23043 -1.69361
H67 -2.64091 0.99952 -2.43987
H68 -3.18798 2.21423 -3.63527
H69 -4.13044 0.75580 -3.30619
H70 -5.04253 3.64064 -3.06037
H71 -6.03398 2.22250 -2.88682
H72 -5.44788 4.18985 -0.57687
H73 -7.24638 2.89261 0.52803
H74 -5.75737 1.95818 0.34152
H75 -7.17733 1.69912 -0.74817
H76 -7.78807 4.63317 -0.93327
H77 -6.89577 5.03375 -2.20848
C29 1.15903 -6.67960 0.65526
O8 0.73519 -6.09977 -0.55415
C30 -0.19720 -5.03560 -0.35746
C31 -0.50447 -4.49804 -1.75410
C32 0.73890 -3.89524 -2.42077
N8 -1.55941 -3.46840 -1.59396
H78 1.58678 -7.65820 0.45477
H79 0.30046 -6.81373 1.33115
H80 1.85978 -6.03416 1.20062
H81 -1.09838 -5.51209 0.03661
H82 0.23780 -4.22772 0.24056
H83 -0.97160 -5.29675 -2.33302
H84 0.40467 -3.26787 -3.25312
H85 1.40459 -4.64763 -2.84250
H86 1.23966 -3.23606 -1.70978
H87 -1.16629 -2.62648 -1.16120
H88 -1.68700 -3.11404 -2.54443
C33 3.80243 -2.89310 0.61267
O9 5.14947 -2.75888 0.25616
C34 5.96747 -2.04907 1.16188
C35 5.98474 -0.56016 0.81642
C36 7.06191 -0.28746 -0.22011
N9 6.22938 0.31225 1.97107
H89 3.33281 -3.58602 -0.08698
H90 3.24615 -1.94854 0.51225
H91 3.69590 -3.26371 1.63791
H92 5.59875 -2.19001 2.18623
H93 6.98649 -2.43002 1.11472
H94 4.99980 -0.28574 0.41209
H95 8.04884 -0.67600 0.05334
H96 7.19261 0.76313 -0.48105
H97 6.91789 -0.84902 -1.15370
H98 5.85179 1.23176 1.75951
H99 5.78696 -0.03063 2.81555
C37 0.10799 -1.20456 0.70540
O10 -0.79036 -0.96335 -0.36265
H100 0.69217 -0.31588 0.95214
H101 -0.30368 -1.59301 1.63761
H102 0.82385 -1.95757 0.34963
H103 -0.59925 -0.07871 -0.71126
C38 -2.10732 -3.75619 2.72233
O11 -3.48978 -4.04075 2.91325
H104 -2.00670 -3.20386 1.78293
H105 -1.71924 -3.18108 3.56041
H106 -1.56658 -4.70785 2.64618
H107 -3.86723 -4.28545 2.06427

Force components x, y, z for each atom (eV/Å):
0.070 1.138 0.328
-0.049 -0.112 0.509
0.242 -0.516 0.154
-0.492 0.698 -0.195
0.158 -1.168 0.076
0.043 0.066 -0.453
-0.097 0.134 -0.358
0.317 -0.216 0.175
-0.241 -0.596 -0.337
0.047 -0.097 0.158
-0.305 0.151 -0.208
0.237 -0.062 0.122
0.072 0.330 -0.142
0.113 0.167 0.202
-0.149 0.396 -0.189
-0.058 0.005 0.176
0.010 -0.150 0.186
0.233 -0.540 0.654
0.165 -0.080 0.397
0.193 0.240 -0.432
0.666 -0.596 -0.799
-0.573 0.594 0.403
-0.573 -0.440 -0.121
0.007 0.308 -0.213
0.002 0.042 -0.188
-0.303 0.148 -0.174
-0.202 0.012 0.013
-0.152 0.116 0.065
0.046 0.092 0.471
0.183 -0.268 0.024
0.139 -0.052 -0.270
-0.006 -0.059 -0.102
0.246 0.429 0.088
0.004 0.254 0.179
0.970 -0.958 0.483
-0.056 0.150 -0.320
-0.433 -0.928 0.499
0.048 0.887 0.229
0.225 0.530 -0.892
1.102 -0.208 -0.155
-0.479 0.199 0.149
-0.246 0.496 -0.297
-0.098 0.273 -0.317
0.210 0.251 -0.238
-0.069 0.123 0.081
0.072 -0.127 -0.202
-0.212 -0.191 0.148
0.144 -0.176 0.361
-0.218 -0.274 0.190
-0.689 -0.178 -0.092
-0.208 -0.227 0.259
0.837 0.354 -0.756
-0.350 -0.234 0.169
-0.268 0.291 0.245
-0.847 0.360 -0.025
-0.135 0.051 0.055
0.473 0.491 -1.059
-0.121 -0.076 0.010
-0.420 -0.244 0.343
-0.059 0.155 0.333
0.046 0.161 -0.040
0.159 -0.351 -0.084
0.401 -0.178 0.461
-0.087 -0.158 -0.041
0.275 0.007 -0.127
0.060 0.017 0.064
0.277 -0.231 0.292
-0.233 -0.333 0.079
0.016 0.228 0.709
0.453 -0.055 -0.305
-0.772 -0.045 0.112
0.262 -0.883 0.211
0.734 -0.462 -0.417
-0.200 0.422 0.576
-0.087 -0.355 0.011
0.089 0.307 -0.098
-0.364 -0.097 -0.430
0.093 -0.178 -0.074
0.155 0.214 0.178
-0.143 0.374 -0.455
-0.116 0.086 -0.167
-0.250 0.037 -0.027
0.091 0.227 0.147
0.044 0.022 -0.007
0.096 0.012 -0.140
-0.393 0.428 0.147
0.286 -0.054 0.032
0.013 0.089 0.688
-0.258 -1.053 0.988
0.319 0.733 -0.314
1.015 0.529 -0.854
-0.076 -0.054 -0.110
0.190 -0.026 -0.086
0.054 -0.289 0.017
-0.132 -0.090 -0.268
-0.097 0.162 -0.226
-0.037 0.210 -0.491
0.057 -0.156 0.049
-0.113 -0.184 -0.069
-0.041 -0.049 -0.060
-0.513 -0.233 0.594
-0.487 -0.018 0.104
-0.284 -0.218 -0.711
0.168 -0.456 0.163
0.302 0.745 -0.353
-0.893 -0.402 0.552
-0.238 0.432 -0.075
0.481 0.285 -0.265
0.029 0.261 0.349
0.125 0.020 0.030
-0.087 0.083 0.051
0.004 0.092 0.094
0.004 -0.290 0.282
0.405 -0.107 -0.253
0.102 -0.057 0.122
-0.006 -0.090 -0.066
0.141 -0.137 0.002
-0.017 -0.175 0.078
-0.226 -0.063 -0.119
-0.577 0.236 0.413
0.347 0.197 0.158
0.331 -1.085 -1.480
-0.377 0.826 0.749
-0.589 -0.317 -0.346
0.704 0.216 -0.729
0.184 0.085 -0.079
0.018 -0.148 -0.071
0.204 -0.072 -0.170
-0.131 0.614 0.498
-0.209 -0.105 0.389
0.361 -0.112 -0.133
0.043 -0.012 -0.035
0.207 0.032 0.310
0.242 -0.132 0.012
-0.122 -0.333 0.285
-0.492 -0.050 0.071
-0.255 0.281 -0.004
0.507 -0.511 -0.445
-0.514 0.599 0.442
0.151 0.598 0.145
0.528 -0.524 -1.032
0.363 -0.320 -0.008
0.144 -0.158 0.056
0.104 0.098 0.225
-0.065 -0.007 -0.004
-0.018 -0.018 0.034
-0.054 -0.275 -0.117
-0.002 -0.389 -0.295
-0.116 0.269 0.699
-0.199 0.065 0.127
-0.575 0.198 0.022
0.115 0.000 0.412
-0.185 -0.006 -0.102
1.097 -0.258 -0.396
-0.344 0.355 0.563
-0.140 0.042 0.018
-0.705 0.131 -0.240
0.145 -0.024 0.225
-0.074 0.161 0.062
-0.473 -0.532 -0.657
-0.047 0.190 0.447
0.401 0.102 0.144
-0.198 0.071 0.012
0.266 0.204 0.004
0.035 0.009 -0.032

The HOMO-LUMO gap is 8.980 eV. As for the SMILES: COC[C@H](C)N.COC[C@H](C)N.COC[C@H](C)N.COC[C@H](C)N.COC[C@H](C)N.COC[C@H](C)N.COC[C@H](C)N.COC[C@H](C)N.COC[C@H](C)N.CO.CO. The HOMO energy comes out at -8.60 eV. As for the multiplicity: 1. The strongest force on any atom is 1.865 eV/Å. Its total energy is -2832.2730 Ha.